1.
Entry from OMol25: C22H20N5SZn as an isolated structure at a distorted geometry (ωB97M-V with the def2-TZVPD basis set).

XYZ file:
```
49
Properties=species:S:1:pos:R:3:forces:R:3:lowdin_charge:R:1
Zn 0.229 0.112 0.526 -0.5 -1.2 -0.3 0.6269
S -1.210 -1.120 -1.079 0.4 0.7 0.2 0.6999
N -1.872 -3.114 0.568 0.0 0.0 0.0 0.0296
N -1.969 -3.528 -1.696 0.0 0.0 0.0 0.0181
N 2.041 0.111 -0.458 -0.2 -0.4 0.1 0.0149
N 0.453 1.986 0.626 -0.2 0.2 -0.2 -0.0518
N -0.383 0.301 2.536 0.2 -0.5 -0.3 0.0311
C 3.936 -0.576 -1.724 0.2 0.2 0.0 -0.0347
C -1.709 -2.702 -0.688 0.1 0.4 0.1 -0.7977
C -0.952 4.358 3.128 -0.2 -0.1 0.6 -0.0544
C -0.541 1.627 2.746 -0.3 0.8 0.6 -0.1410
C 4.074 3.097 -1.204 -0.1 0.3 0.0 -0.0393
C 1.597 2.423 0.023 0.2 0.6 0.0 -0.2098
C 4.376 0.719 -1.812 -0.1 -0.1 0.1 0.0176
C -0.685 -0.556 3.491 0.0 0.0 -0.1 -0.1214
C -1.188 -0.162 4.733 0.0 0.1 0.1 -0.0364
C -2.387 -4.429 0.911 -0.2 -0.5 0.1 -0.1574
C -1.049 2.118 3.981 0.1 -0.3 -0.3 -0.1456
C 2.769 -0.839 -1.003 -0.1 -0.1 0.0 -0.1144
C -0.151 2.549 1.717 -0.1 0.6 0.1 -0.2144
C 3.640 1.759 -1.210 -0.4 -0.2 0.1 -0.1472
C 2.416 1.406 -0.575 0.7 0.7 -0.3 -0.1430
C -2.412 -4.895 -1.509 -0.2 -0.4 0.2 -0.1553
C -3.247 -4.952 -0.236 0.1 0.1 0.0 -0.1491
C -1.224 3.502 4.163 -0.1 0.4 -0.2 -0.0343
C -1.367 1.176 4.976 0.1 -0.2 -0.2 0.0193
C -0.426 3.893 1.922 0.1 -0.5 -0.3 -0.0054
C 2.076 3.725 -0.009 -0.4 -0.3 0.1 -0.0025
C 3.294 4.051 -0.603 0.5 -0.2 -0.2 -0.0608
H 1.505 4.512 0.445 0.0 0.1 0.0 0.0854
H -2.988 -5.208 -2.380 0.0 0.1 0.0 0.1318
H 3.616 5.081 -0.581 0.1 0.1 0.0 0.1127
H -1.551 -5.116 1.088 -0.1 0.1 0.1 0.1281
H -1.597 3.865 5.107 -0.1 0.1 0.1 0.1153
H 2.426 -1.854 -0.857 -0.1 -0.1 -0.1 0.1120
H -0.505 -1.601 3.271 0.0 -0.1 0.1 0.1072
H -2.966 -4.346 1.832 0.1 0.0 -0.1 0.1299
H -1.729 -2.439 1.304 0.0 0.0 -0.2 0.1104
H -4.124 -4.313 -0.357 -0.1 0.0 0.0 0.1281
H 5.014 3.352 -1.667 0.1 0.0 -0.1 0.1138
H -1.431 -0.910 5.470 0.0 0.0 0.1 0.1109
H -1.138 5.416 3.240 0.0 0.1 0.0 0.1146
H -1.878 -3.153 -2.627 0.1 0.0 0.1 0.1344
H -1.546 -5.560 -1.415 -0.1 0.0 -0.1 0.1302
H -1.750 1.532 5.920 -0.1 0.0 0.1 0.1265
H -0.267 4.606 1.131 0.0 0.0 -0.1 0.1048
H 4.475 -1.391 -2.180 0.1 -0.1 0.0 0.1108
H 5.295 0.968 -2.324 0.1 0.0 -0.1 0.1259
H -3.586 -5.966 -0.030 0.1 0.0 0.0 0.1255
```
Positions in Å, forces in eV/Å.

Calculated values
**E_tot**: -3301.56097 a.u.
**LUMO level**: -0.1014 Eh
**Charge**: +1
**Spin multiplicity**: 1
**Orbital gap**: 6.84 eV

=====

2.
Entry from OMol25: C6H6O in the gas phase (ωB97M-V with the def2-TZVPD basis set).

XYZ file:
```
13
Properties=species:S:1:pos:R:3:forces:R:3:lowdin_charge:R:1
O -1.870 -0.364 -0.104 -0.1 0.0 0.0 -0.1141
C 0.432 -0.053 0.049 -0.1 0.1 -0.1 -0.2451
C -0.684 -1.051 0.251 0.2 -0.2 0.1 -0.1551
C -0.081 1.088 -0.412 0.1 -0.1 0.1 0.0060
C -1.573 0.960 -0.523 0.0 0.3 -0.1 -0.1892
C 2.917 -0.691 0.640 -0.5 0.1 0.0 0.1294
C 1.789 -0.374 0.354 0.5 -0.1 0.1 -0.0860
H -0.550 -1.934 -0.389 0.0 0.1 0.1 0.1297
H -1.936 1.118 -1.549 0.1 0.0 0.1 0.1222
H -2.091 1.682 0.127 0.1 -0.1 -0.1 0.1224
H 3.906 -0.974 0.928 -0.2 0.1 -0.1 0.0277
H 0.467 1.988 -0.664 0.0 -0.1 0.1 0.1222
H -0.726 -1.395 1.293 -0.1 0.1 -0.1 0.1299
```
Positions in Å, forces in eV/Å.

Calculated values
**E_tot**: -307.36601 a.u.
**Structure (SMILES)**: C#CC1=CCOC1
**LUMO level**: 0.0357 Eh
**Relative energy (zero: lowest compared OMol25 entry of this formula, charge and spin)**: 61.1 kcal/mol
**Spin multiplicity**: 1
**Orbital gap**: 9.95 eV

=====

3.
Entry from OMol25: C4H4Cl2OS in the gas phase at a distorted geometry (ωB97M-V with the def2-TZVPD basis set).

XYZ file:
```
12
Properties=species:S:1:pos:R:3:forces:R:3:lowdin_charge:R:1
Cl -0.895 -2.463 0.217 0.0 -0.7 0.0 0.6565
Cl 2.047 -1.209 -0.508 -0.1 0.4 -0.1 0.6965
S 1.982 1.623 0.053 0.0 -0.6 -0.1 0.9288
O 3.410 1.330 0.174 0.6 0.5 0.1 -0.5780
C -1.262 -0.862 -0.264 1.7 1.3 2.0 -0.6788
C -1.122 0.256 0.716 -0.6 -0.8 3.5 -0.1514
C -0.292 0.313 -0.465 0.9 -0.9 -2.0 -0.3909
C 1.178 0.267 -0.325 0.2 -0.4 0.2 -0.9510
H -1.924 0.862 1.150 0.1 0.2 -1.1 0.1154
H -0.576 0.683 -1.442 -0.2 1.0 0.3 0.1413
H -0.519 -0.097 1.616 -0.6 0.5 -1.3 0.1381
H -2.028 -0.702 -0.924 -1.9 -0.5 -1.5 0.0735
```
Positions in Å, forces in eV/Å.

Calculated values
**E_tot**: -1548.52743 a.u.
**LUMO level**: -0.0116 Eh
**Relative energy (zero: lowest compared OMol25 entry of this formula, charge and spin)**: 61.4 kcal/mol
**Spin multiplicity**: 1
**Orbital gap**: 8.90 eV

=====

4.
Entry from OMol25: a 2-piece molecular cluster, CH5NO4P overall at a distorted geometry (ωB97M-V with the def2-TZVPD basis set).

XYZ file:
```
12
Properties=species:S:1:pos:R:3:forces:R:3:lowdin_charge:R:1
P -1.344 -0.664 -0.109 0.9 -2.3 2.9 0.1886
O -1.002 -1.949 -0.736 0.5 -1.0 -0.6 -0.3746
O -2.081 -1.036 1.379 -0.2 -0.6 -1.3 -0.2455
O -0.470 1.483 0.609 -0.9 2.2 -0.3 -0.1362
O -2.201 0.297 -0.805 -1.2 2.5 -1.1 -0.3445
N 2.928 0.526 -0.442 0.4 -1.8 -0.7 -0.0313
C 0.004 0.312 0.794 -0.6 -0.7 -0.9 -0.1768
H 2.256 1.034 0.131 0.0 -0.5 -0.5 -0.0475
H 3.085 0.927 -1.377 -0.5 -0.2 0.8 -0.0096
H -1.356 1.466 -0.005 1.2 -0.4 0.6 0.0979
H -2.489 -1.881 1.099 0.1 0.3 0.7 0.0388
H 2.671 -0.514 -0.539 0.2 2.5 0.3 0.0407
```
Positions in Å, forces in eV/Å.

Calculated values
**E_tot**: -738.24225 a.u.
**LUMO level**: 0.1477 Eh
**Relative energy (zero: lowest compared OMol25 entry of this formula, charge and spin)**: 52.4 kcal/mol
**Charge**: -1
**Spin multiplicity**: 1
**Orbital gap**: 8.11 eV